Below is the molecule C5H10O2, with properties calculated with ωB97M-V/def2-TZVPD.

Output
SMILES = OC[C@H]1CCOC1
HOMO level = -9.4744 eV

Structure (XYZ):
```
17
C5H10O2 | the Open Molecules 2025 dataset | ωB97M-V/def2-TZVPD
O 2.3107 0.4618 0.5984
C 1.5855 -0.6799 0.1804
C 0.0851 -0.4272 0.3479
C -0.3327 1.0459 0.3276
C -1.8119 0.9451 -0.0343
O -1.9542 -0.2172 -0.8453
C -0.7610 -0.9804 -0.8054
H 3.2378 0.3144 0.3778
H 1.8030 -0.9044 -0.8755
H 1.8837 -1.5610 0.7670
H -0.2649 -0.8704 1.2890
H -0.1608 1.5458 1.2842
H 0.2293 1.5880 -0.4396
H -2.1755 1.8150 -0.5927
H -2.4359 0.8329 0.8646
H -0.2155 -0.8703 -1.7576
H -1.0227 -2.0383 -0.6864
```